{"formula": "C4H8F3HgO5S", "method": "wB97M-V/def2-TZVPD", "e_tot_ev": -37663.9554, "spin_multiplicity": 1, "gap_ev": 8.145, "de_lowest_ev": 0.813, "charge": 1, "symbols": ["O", "O", "C", "O", "C", "Hg", "H", "H", "H", "H", "H", "S", "O", "O", "C", "F", "F", "F", "C", "H", "H", "H"], "positions_angstrom": [[-0.21, 0.08, 1.39], [-2.66, -1.40, 0.89], [-2.85, -1.45, -0.45], [-2.31, -0.18, -0.94], [-2.15, 0.02, -2.32], [-1.99, 0.43, 0.89], [-3.90, -1.50, -0.80], [-2.26, -2.26, -0.92], [-2.25, 1.10, -2.50], [-1.14, -0.26, -2.64], [-2.89, -0.58, -2.87], [1.30, 0.21, 0.79], [1.70, -0.98, 0.06], [2.29, 0.69, 1.90], [1.32, 1.65, -0.41], [2.02, 1.30, -1.47], [0.07, 1.88, -0.76], [1.85, 2.70, 0.17], [3.33, -0.21, 2.39], [4.23, -0.04, 1.79], [3.04, -1.26, 2.35], [3.45, 0.06, 3.44]], "lowdin_charge": [-0.494, -0.302, -0.376, -0.401, -0.056, 1.369, 0.141, 0.144, 0.103, 0.102, 0.112, 0.906, -0.201, -0.251, -0.674, 0.207, 0.140, 0.207, -0.008, 0.114, 0.105, 0.114]}